Computed, not measured: one molecule with the formula C10H14N2, with ωB97M-V with the def2-TZVPD basis set.

Kohn-Sham gap (spin up / spin down) = 8.162 / 5.774 eV
Energy relative to the best compared isomer or geometry (same formula, charge and spin) = 128.3 kcal per mole
DFT total energy = -498.7480 a.u.
Highest occupied orbital energy (spin up / spin down) = -7.3 / -5.7 eV

Each line ends with the Löwdin charge.
Geometry (Å):
C1 0.41259 3.27246 1.27832  -0.10
C2 0.87872 1.98413 1.64372  -0.04
C3 -0.13852 -2.22630 0.16388  -0.15
C4 -1.49722 1.85414 1.40743  -0.12
C5 -0.94104 3.19987 1.20662  -0.12
C6 -0.19733 0.92893 1.65225  -0.24
C7 0.37995 -0.11638 -0.63604  -0.04
C8 0.32014 -1.60802 -1.06179  -0.47
C9 1.74570 -2.21981 -1.47019  -0.04
C10 -0.77018 -1.84667 -2.25836  0.00
N1 -0.40674 -1.38374 1.13683  0.12
N2 -0.09901 -0.09632 0.60758  -0.12
H1 0.92952 4.22744 1.08537  0.11
H2 1.89405 1.68422 2.02289  0.11
H3 -0.45362 -3.27919 0.30263  0.13
H4 -2.01288 1.81536 2.31901  0.09
H5 -2.19828 1.51477 0.60107  0.13
H6 -1.60870 4.03437 1.00550  0.10
H7 -0.18874 0.44584 2.59533  0.12
H8 0.91067 0.58313 -1.28115  0.12
H9 2.02897 -2.36093 -2.58457  0.09
H10 1.63707 -3.30935 -1.27511  0.07
H11 2.36524 -1.53129 -0.90716  0.07
H12 -1.44162 -1.00286 -2.34674  0.07
H13 -1.31432 -2.69132 -2.06002  0.03
H14 -0.23443 -1.87248 -3.14731  0.04

=====

Computed, not measured: H23O12 as an isolated structure, with ωB97M-V with the def2-TZVPD basis set.

Net charge = -1
Kohn-Sham gap = 9.415 eV
Energy relative to the best compared isomer or geometry (same formula, charge and spin) = 52.6 kcal per mole
DFT total energy = -916.7386 a.u.
Highest occupied orbital energy = -6.8 eV

Each line ends with the Löwdin charge.
Geometry (Å):
O1 -0.19889 -0.23772 -2.19268  -0.25
H1 1.03541 -1.77352 0.44470  -0.01
H2 -2.59744 -0.09926 1.95195  0.06
O2 1.12543 4.12998 -2.13622  -0.06
H3 1.19467 3.26547 -2.56270  0.02
H4 1.84468 4.13640 -1.50241  0.03
O3 -4.48251 0.87210 -0.99876  -0.10
H5 -3.78828 0.65694 -1.64073  0.02
O4 -1.68334 -0.25159 2.25119  -0.07
H6 1.01630 1.32085 -1.69757  0.03
H7 -1.82183 -1.01293 2.82707  0.06
O5 0.56861 -2.10940 1.27409  -0.11
H8 -0.05239 2.13073 2.05364  0.00
H9 -1.40723 0.12682 -1.01075  0.02
O6 -1.42572 -4.59242 0.28894  -0.07
H10 1.23930 -0.56197 4.10450  0.03
H11 -3.93770 0.66905 -0.21498  0.01
O7 1.48973 1.40797 -0.84937  -0.10
H12 1.63260 0.44840 -0.66422  0.01
H13 -0.67656 -4.39391 0.85063  0.01
O8 4.01713 0.13702 -2.26446  -0.08
H14 4.78734 0.39436 -1.75544  0.02
H15 3.43433 -0.40082 -1.69042  0.00
O9 0.31358 2.68304 1.35534  -0.07
H16 0.46630 2.13053 0.57977  -0.02
H17 -1.36730 -0.33408 0.41016  -0.01
O10 0.43677 -0.26269 4.52657  -0.05
H18 -0.85324 -0.83354 -2.56704  0.01
H19 1.71418 -1.96922 -1.66889  0.03
O11 1.65337 -1.29908 -0.98154  -0.29
H20 -0.08813 0.39646 4.07638  0.01
H21 -1.95548 -3.78056 0.26554  0.03
O12 -1.99039 -0.29210 -0.31870  -0.11
H22 0.59418 -0.79145 -1.49802  0.00
H23 0.72474 -1.38684 1.88862  -0.01

=====

Computed, not measured: a 4-piece molecular cluster, C28H55ClIN4O6 overall, with ωB97M-V with the def2-TZVPD basis set.

Net charge = +1
Kohn-Sham gap = 6.760 eV
Energy relative to the best compared isomer or geometry (same formula, charge and spin) = 234.6 kcal per mole
DFT total energy = -2527.4174 a.u.
Highest occupied orbital energy = -10.8 eV

Each line ends with the Löwdin charge.
Geometry (Å):
C1 -1.07401 1.66330 4.87230  -0.10
C2 -1.29208 0.61200 3.58923  -0.23
N1 -2.24180 -0.50988 3.87030  0.00
C3 -1.59117 -1.80530 4.29680  -0.35
C4 -0.46728 -1.61046 5.52262  -0.09
C5 0.06176 -3.03830 6.14363  -0.66
O1 1.02925 -3.81141 5.64561  -0.13
I1 -0.87597 -3.74038 8.02050  0.82
O2 -2.65793 -2.58114 4.96685  -0.11
C6 -3.55367 -3.27632 4.05364  -0.22
C7 -4.83970 -2.39004 3.50783  -0.06
C8 -5.74096 -2.74534 2.17289  -0.02
C9 -7.03819 -1.91971 1.63834  -0.08
N2 -7.50564 -0.71020 2.37264  -0.01
C10 -6.71415 -0.32831 3.57574  -0.10
C11 -5.42236 -1.02627 4.28281  0.01
C12 -2.84420 -4.05558 2.79840  -0.14
N3 -1.33953 -4.01329 3.06930  -0.43
Cl1 -0.61973 -5.02029 1.86986  0.89
C13 -0.96673 -2.51985 2.94798  -0.16
C14 0.61689 -2.28430 2.67806  -0.10
C15 1.09658 -2.11843 1.12650  -0.32
O3 0.04023 -2.02186 0.11712  -0.12
C16 2.22111 -3.27036 0.66856  -0.19
N4 3.54501 -2.77339 1.28602  -0.05
H1 0.03277 2.04224 4.88371  0.08
H2 -1.83824 2.57840 4.81879  0.10
H3 -1.24049 1.08160 5.89616  0.07
H4 -1.80325 1.29009 2.74904  0.14
H5 -0.24510 0.32149 3.16333  0.11
H6 -2.79646 -0.19850 4.72370  0.11
H7 -1.08940 -1.09016 6.39924  0.12
H8 0.38489 -0.85936 5.25181  0.13
H9 -4.05944 -4.14442 4.70388  0.19
H10 -5.42580 -3.70725 1.54847  0.09
H11 -7.62282 -2.29904 0.68432  0.12
H12 -7.08942 0.66589 4.12447  0.12
H13 -4.90446 -0.61845 5.27403  0.10
H14 -3.15188 -3.68394 1.73480  0.14
H15 -3.13792 -5.21167 2.84540  0.16
H16 -1.07524 -4.41756 4.00429  0.16
H17 -1.66642 -2.12678 2.06256  0.18
H18 1.10781 -1.37263 3.26775  0.13
H19 1.19383 -3.23915 3.10554  0.12
H20 1.70724 -1.09416 1.04164  0.16
H21 -0.64586 -2.74544 0.18716  0.08
H22 2.39229 -3.27640 -0.48895  0.14
H23 2.02811 -4.31734 1.15029  0.09
H24 3.76590 -1.80565 0.96491  0.07
H25 3.38055 -2.77822 2.33632  0.07
C17 0.93270 5.41258 3.13858  -0.08
C18 0.51743 4.19269 2.33606  -0.28
O4 -0.89719 4.02385 2.24810  -0.19
C19 -1.62303 5.08444 1.63169  -0.27
C20 -1.21037 5.34709 0.19454  -0.08
H26 0.51785 5.36521 4.15125  0.08
H27 2.02405 5.46970 3.20831  0.08
H28 0.57787 6.34015 2.68413  0.07
H29 0.90806 3.29613 2.82948  0.10
H30 0.95873 4.20791 1.33339  0.11
H31 -1.55236 5.99256 2.23731  0.11
H32 -2.67951 4.78853 1.64503  0.12
H33 -0.16534 5.65888 0.12087  0.07
H34 -1.82732 6.13936 -0.24167  0.08
H35 -1.32388 4.44006 -0.40960  0.08
C21 -0.40123 -1.05160 -2.94571  -0.08
C22 1.06871 -0.87704 -2.60894  -0.28
O5 1.93418 -1.69278 -3.39821  -0.17
C23 1.89296 -1.47923 -4.80688  -0.27
C24 2.26948 -0.06712 -5.21782  -0.08
H36 -0.69951 -2.09930 -2.83078  0.08
H37 -1.01966 -0.43567 -2.28440  0.08
H38 -0.62126 -0.76121 -3.97531  0.07
H39 1.22899 -1.17104 -1.56600  0.08
H40 1.37064 0.17364 -2.68132  0.11
H41 0.91282 -1.75998 -5.20307  0.11
H42 2.61409 -2.17769 -5.24961  0.12
H43 1.57513 0.67399 -4.81366  0.07
H44 2.26297 0.02825 -6.30844  0.07
H45 3.26938 0.18671 -4.84854  0.08
C25 5.73270 2.56546 -7.32824  -0.08
C26 5.31743 1.34558 -8.13076  -0.27
O6 3.90281 1.17674 -8.21873  -0.18
C27 3.17697 2.23733 -8.83514  -0.28
C28 3.58963 2.49998 -10.27228  -0.08
H46 5.31785 2.51810 -6.31558  0.08
H47 6.82405 2.62258 -7.25852  0.08
H48 5.37787 3.49304 -7.78270  0.07
H49 5.70806 0.44902 -7.63735  0.12
H50 5.75873 1.36079 -9.13344  0.11
H51 3.24764 3.14545 -8.22952  0.10
H52 2.12049 1.94142 -8.82180  0.12
H53 4.63466 2.81176 -10.34596  0.07
H54 2.97268 3.29224 -10.70850  0.08
H55 3.47612 1.59294 -10.87643  0.08